# 1
Computed, not measured: a structure of composition C4H5NO2, with wB97M-V/def2-TZVPD.

The calculation puts the HOMO-LUMO gap at 7.62 eV. Its charge is 0.

Positions of all 12 atoms, in Å:
O1 1.286 1.580 0.426
C1 1.782 0.468 0.347
C2 0.988 -0.689 -0.185
O2 1.355 -1.757 -0.636
N1 -0.303 -0.346 0.083
C3 -1.461 -0.892 -0.384
C4 -0.774 0.956 0.146
H1 2.756 0.259 0.799
H2 -2.334 -0.910 0.248
H3 -1.373 -1.603 -1.215
H4 -0.899 1.562 -0.733
H5 -1.007 1.382 1.127


# 2
Computed, not measured: an isolated molecule of C4H5NO2, with wB97M-V/def2-TZVPD.

The calculation puts the HOMO-LUMO gap (spin up / spin down) at 8.24 / 8.05 eV. Its charge is 0.

Positions of all 12 atoms, in Å:
O1 3.012 -0.397 -0.566
C1 1.833 -0.623 -0.522
C2 0.961 -0.091 0.609
O2 1.364 0.262 1.687
N1 -0.402 -0.062 0.279
C3 -0.906 0.048 -1.012
C4 -1.348 0.509 1.040
H1 1.314 -1.268 -1.258
H2 -1.120 -0.842 -1.601
H3 -1.247 1.021 -1.337
H4 -1.109 1.318 1.731
H5 -2.351 0.123 0.951


# 3
Computed, not measured: a cluster of 2 separate species, C4H5NO2S in total, with wB97M-V/def2-TZVPD.

The calculation puts the HOMO-LUMO gap (spin up / spin down) at 7.78 / 8.03 eV. Its charge is 0.

Positions of all 13 atoms, in Å:
C1 -0.596 -0.704 2.655
C2 -1.069 0.084 -1.353
C3 -0.154 1.221 -1.612
C4 0.771 -0.323 -0.173
N1 -1.566 -1.255 2.407
O1 -0.512 -0.666 -0.383
O2 1.030 0.870 -0.893
S1 2.063 -1.490 0.260
H1 0.272 -0.126 2.831
H2 -2.082 -0.086 -1.410
H3 -0.079 1.272 -2.697
H4 -0.336 2.270 -1.228
H5 2.257 -1.067 1.596


# 4
Computed, not measured: an isolated molecule of C4H5NO2S, with wB97M-V/def2-TZVPD.

The calculation puts the HOMO-LUMO gap at 7.95 eV. The SMILES is Cc1cc(=O)n(O)s1. Its charge is 0.

Positions of all 13 atoms, in Å:
C1 0.672 0.602 -1.135
C2 0.012 0.126 0.148
C3 -1.125 -0.601 0.337
C4 -1.257 -1.231 1.645
O1 -2.238 -1.570 2.324
N1 -0.015 -1.487 2.172
O2 -0.036 -1.760 3.418
S1 1.153 0.205 1.458
H1 1.814 0.448 -1.076
H2 0.708 1.709 -1.140
H3 0.134 0.318 -2.116
H4 -1.767 -0.620 -0.463
H5 -1.001 -1.576 3.618


Per-record energy relative to the best compared isomer or geometry (same formula, charge and spin), kcal/mol: 105.8; 98.1; 139.1; 104.4